This record from OMol25 describes a molecular structure, H29O14. The level of theory is the ωB97M-V functional and the def2-TZVPD basis.

## Properties
Orbital gap = 11.0 eV

```
! RIJCOSX wB97M-V def2-TZVPD def2/J DEFGRID3
* xyz 1 1
O -2.116 -2.428 -4.030
O -1.579 1.450 0.464
O -2.939 3.167 -1.349
O -1.588 -2.414 -1.379
O 2.407 -0.800 -0.369
O 1.582 -3.646 0.981
O -1.446 -2.918 1.184
O 3.185 2.096 -1.627
O 0.497 -0.571 2.033
O 0.175 1.049 -2.443
O -2.425 -0.834 0.303
O 1.444 2.039 1.723
O 2.214 -1.860 3.723
O -1.424 4.734 0.289
H -2.078 -2.886 -2.066
H -2.714 -1.763 -4.345
H 1.480 -1.210 3.667
H -0.615 1.677 0.235
H 0.468 2.013 -2.697
H -1.938 -1.879 0.602
H -1.287 -2.091 -3.731
H 2.233 -4.304 0.756
H -2.897 3.898 -0.649
H 2.210 -2.853 1.204
H -0.471 4.904 0.295
H 2.695 -1.582 4.493
H -3.178 -0.574 0.858
H -0.552 -2.880 1.707
H 1.307 2.229 2.669
H 0.397 0.421 2.022
H 1.243 -0.746 1.457
H -1.198 -1.622 -1.779
H 2.254 1.556 1.486
H 3.275 -1.017 0.003
H 3.769 1.421 -1.953
H -1.656 4.155 1.026
H -1.958 2.010 -0.238
H 3.638 2.739 -1.077
H -1.153 -3.676 0.635
H 0.884 0.670 -1.893
H 2.048 -1.579 -0.802
H -2.322 3.820 -1.810
H -1.870 0.088 0.425
*
```

Atom charges from the natural (NBO) analysis, given in e for atoms 1 to 8: -0.95, -0.95, -0.95, -0.98, -0.97, -0.96, -0.89, -0.97


This record from OMol25 describes 12 unconnected molecules or ions with the total composition C48H60F36O24. The level of theory is the ωB97M-V functional and the def2-TZVPD basis.

## Properties
SMILES string = CCOC(=O)C(F)(F)F.CCOC(=O)C(F)(F)F.CCOC(=O)C(F)(F)F.CCOC(=O)C(F)(F)F.CCOC(=O)C(F)(F)F.CCOC(=O)C(F)(F)F.CCOC(=O)C(F)(F)F.CCOC(=O)C(F)(F)F.CCOC(=O)C(F)(F)F.CCOC(=O)C(F)(F)F.CCOC(=O)C(F)(F)F.CCOC(=O)C(F)(F)F
Orbital gap = 11.3 eV

```
! RIJCOSX wB97M-V def2-TZVPD def2/J DEFGRID3
* xyz 0 1
F -16.861 12.466 19.792
F -14.468 8.999 10.487
F -17.604 7.458 12.839
F -19.052 4.991 11.595
F -13.686 12.792 11.128
F -14.677 4.971 17.231
F -13.075 12.220 9.145
F -18.176 3.833 20.466
F -18.954 5.091 13.766
F -22.072 8.651 14.755
F -20.691 0.733 20.366
F -21.691 7.889 19.422
F -22.013 6.559 14.503
F -18.116 10.866 18.974
F -16.702 7.597 5.018
F -17.579 9.521 12.065
F -15.165 8.784 15.356
F -15.148 9.421 13.268
F -21.853 7.838 12.835
F -16.941 12.183 17.689
F -13.820 14.158 9.546
F -19.041 5.748 20.075
F -16.148 5.523 18.625
F -17.908 3.545 12.691
F -19.483 8.301 12.022
F -15.907 5.663 4.863
F -20.706 8.764 21.073
F -21.933 -0.918 19.601
F -16.495 8.567 9.978
F -22.764 8.139 21.212
F -16.382 6.277 16.610
F -17.469 6.248 3.469
F -18.320 5.398 21.981
F -15.144 6.905 10.450
F -15.781 10.822 14.900
F -22.746 0.603 20.937
O -18.519 6.775 6.608
O -13.806 8.832 8.068
O -21.279 3.722 11.922
O -24.505 6.412 13.636
O -15.441 7.309 7.523
O -14.804 10.965 19.763
O -15.844 9.550 18.284
O -12.896 10.612 15.703
O -23.435 10.453 19.822
O -12.943 10.742 13.374
O -21.133 10.853 19.663
O -16.179 12.636 10.491
O -21.293 1.974 18.090
O -23.496 1.438 18.344
O -20.558 4.641 22.664
O -19.354 10.262 14.267
O -20.309 2.532 13.667
O -17.468 4.014 15.931
O -18.370 8.390 15.105
O -16.714 2.924 17.868
O -18.573 4.682 5.549
O -24.559 8.688 13.791
O -15.703 12.078 8.344
O -21.041 3.715 20.608
C -25.928 6.264 13.724
C -20.365 4.370 21.380
C -26.431 5.078 12.870
C -21.894 0.374 19.922
C -11.739 11.494 13.152
C -13.477 10.378 14.661
C -21.817 4.238 23.242
C -18.644 8.681 16.427
C -22.509 3.075 12.115
C -12.512 11.234 20.331
C -15.981 5.253 17.354
C -18.334 8.630 12.689
C -20.898 4.186 17.228
C -16.984 11.552 18.856
C -17.574 12.334 10.467
C -18.156 12.660 11.796
C -19.509 6.382 7.562
C -22.856 5.365 23.120
C -12.337 7.580 6.444
C -15.825 10.596 18.923
C -21.602 2.861 17.034
C -22.276 1.251 18.691
C -18.977 4.818 20.963
C -21.533 11.987 17.405
C -15.382 12.465 9.492
C -19.002 4.271 12.669
C -10.373 10.640 13.148
C -13.937 12.878 9.874
C -19.458 7.231 8.817
C -20.268 3.392 12.794
C -22.221 10.110 19.963
C -16.872 4.022 17.024
C -22.419 7.641 13.990
C -21.855 8.668 20.431
C -15.228 8.133 9.844
C -14.943 9.803 14.535
C -17.026 6.359 4.722
C -23.959 7.660 13.781
C -14.864 8.051 8.337
C -19.522 7.443 17.056
C -17.597 1.774 17.737
C -17.013 0.695 18.604
C -13.113 8.829 6.767
C -18.156 5.860 5.632
C -18.749 9.183 14.054
C -13.570 10.281 19.818
C -21.284 12.117 18.954
C -23.486 3.481 11.049
H -11.542 10.795 20.563
H -17.233 0.890 19.653
H -13.690 9.366 20.398
H -22.660 3.061 16.871
H -17.577 1.364 16.727
H -22.709 6.325 23.615
H -13.030 6.739 6.469
H -20.098 6.861 9.617
H -24.438 3.496 11.580
H -10.204 10.141 12.194
H -19.172 12.267 11.847
H -27.481 4.914 13.114
H -19.829 4.050 17.395
H -9.511 11.254 13.410
H -23.590 2.790 10.212
H -20.525 6.321 7.171
H -19.861 7.571 18.084
H -21.628 3.909 24.264
H -10.357 9.792 13.832
H -22.515 11.517 17.340
H -23.022 3.264 13.058
H -17.770 12.005 12.578
H -19.669 8.300 8.778
H -22.109 3.344 22.690
H -23.333 4.464 10.604
H -21.139 4.779 16.346
H -26.599 7.065 13.414
H -18.082 12.925 9.705
H -17.693 11.252 10.401
H -12.226 12.096 19.728
H -18.666 1.861 17.931
H -18.427 7.178 9.166
H -17.371 -0.303 18.351
H -11.855 12.081 12.241
H -13.943 8.955 6.071
H -26.129 6.172 14.791
H -22.004 12.806 19.395
H -11.633 12.240 13.940
H -13.322 9.820 18.862
H -17.662 8.742 16.897
H -20.367 7.168 16.424
H -20.800 11.310 16.965
H -25.768 4.256 13.137
H -21.545 12.942 16.880
H -21.277 2.361 16.122
H -11.943 7.721 5.438
H -19.053 6.461 16.994
H -26.306 5.218 11.796
H -22.384 1.993 12.065
H -23.189 5.523 22.094
H -11.451 7.370 7.044
H -20.372 12.688 19.123
H -19.153 9.632 16.584
H -15.928 0.670 18.714
H -12.415 9.660 6.863
H -21.401 4.692 18.052
H -18.125 13.685 12.164
H -19.362 5.360 7.911
H -23.702 4.909 23.635
H -12.889 11.686 21.248
*
```

Atom charges from the Mulliken analysis, given in e for atoms 1 to 8: -0.27, -0.22, -0.15, -0.18, -0.26, -0.29, -0.24, -0.23